C14H23F3N4O7PbSi | the ωB97M-V functional and the def2-TZVPD basis

Element x y z (Å)
C1 2.50136 -1.82706 2.76714
C2 1.05535 -1.76621 2.28459
F1 0.59964 -3.03472 2.26045
N1 1.01811 -1.19450 0.93254
C3 -0.29359 -1.38521 0.24138
C4 -1.54871 -0.84887 0.97911
O1 -2.07668 0.24250 0.24454
Si1 -3.51608 -0.09524 -0.60224
C5 -4.89397 -0.32890 0.65515
C6 -3.40910 -1.59309 -1.73823
C7 -3.80990 1.40421 -1.71065
C8 1.50462 0.10318 0.88505
N2 1.17752 1.02621 1.87782
N3 0.02014 1.79642 1.53758
C9 -0.85377 1.93158 2.68007
O2 -1.68216 2.76900 2.70733
F2 -0.68181 1.09150 3.68355
C10 0.34410 3.16883 1.15267
O3 -0.11670 3.65712 0.18941
F3 1.15280 3.85207 1.94618
N4 2.30866 0.39569 -0.08001
C11 2.66171 -0.54776 -1.08912
C12 3.40737 0.15133 -2.24986
O4 3.12316 -0.62492 -3.46481
C13 2.02475 0.05437 -4.18464
O5 2.15856 0.47413 -5.26211
C14 2.92430 1.78761 -0.16694
O6 3.88140 1.92270 0.58271
O7 2.45952 2.52188 -0.97699
H1 3.12531 -2.36862 2.05117
H2 2.56852 -2.32532 3.73271
H3 2.91750 -0.82343 2.91342
H4 0.50991 -1.15606 3.00782
H5 -0.30417 -0.94907 -0.76027
H6 -0.41988 -2.46264 0.11961
H7 -1.39274 -0.62998 2.03739
H8 -2.29287 -1.65735 0.94632
H9 -4.87037 -1.33728 1.07718
H10 -5.84460 -0.20499 0.13128
H11 -4.79085 0.42047 1.44149
H12 -4.40558 -1.70713 -2.18311
H13 -2.73550 -1.45660 -2.58986
H14 -3.20689 -2.54510 -1.23704
H15 -4.85561 1.46490 -2.00807
H16 -3.16485 1.28552 -2.58792
H17 -3.47709 2.31705 -1.21148
H18 1.97546 1.58267 2.18932
H19 1.82329 -1.09459 -1.51838
H20 3.31942 -1.34793 -0.67800
H21 4.52889 0.11858 -2.09265
H22 3.08913 1.18759 -2.44242
H23 1.06778 0.18185 -3.64968
Pb1 5.39519 -1.59634 -2.77050

Forces on the atoms, in the same order (eV/Å):
C 0.17 0.35 -0.12
C 1.67 0.63 1.34
F -0.72 -0.33 -0.52
N -0.70 0.29 -0.45
C -0.58 -0.70 0.40
C -0.48 -0.28 -1.14
O -0.02 -0.33 0.08
Si -0.70 0.90 -0.27
C 0.60 -0.18 -0.51
C -0.03 -0.06 0.17
C 0.77 -0.55 0.52
C -0.48 -0.88 0.03
N 1.01 0.22 -0.15
N 0.93 -0.03 2.51
C -1.16 0.94 -0.23
O 0.13 -0.10 -0.08
F 0.56 -0.55 -0.49
C -1.05 0.88 -2.11
O 0.07 -0.25 0.17
F 0.24 -0.98 0.63
N -0.64 -0.20 0.36
C 1.05 -0.26 -0.52
C -1.68 -0.76 -0.59
O 1.30 -0.06 0.87
C -1.04 0.78 -1.27
O 0.76 -0.54 0.12
C 2.57 1.26 1.58
O 0.09 -1.17 0.59
O -1.99 0.68 -2.35
H -0.10 -0.03 0.02
H -0.17 -0.05 -0.04
H -0.05 -0.07 -0.08
H -0.52 -0.26 -0.17
H 0.26 0.19 0.15
H 0.25 0.05 0.00
H 0.14 0.22 -0.12
H 0.26 -0.13 0.34
H -0.10 0.13 0.15
H -0.03 0.03 0.18
H -0.19 -0.08 0.03
H 0.03 0.07 0.10
H 0.11 -0.03 0.17
H 0.12 0.07 -0.08
H 0.06 0.13 -0.07
H -0.25 0.08 -0.11
H -0.29 0.04 0.01
H -0.08 0.14 -0.08
H -0.18 0.23 0.09
H -0.22 0.10 0.21
H -0.39 1.29 0.35
H 0.60 0.16 0.59
H 0.55 -0.48 0.70
Pb -0.45 -0.50 -0.90

Its gap between HOMO and LUMO is 2.497 eV. The charge is +2. Its highest occupied orbital energy is -14.2040 eV. The value obtained for the calculated total energy is -56440.118 eV.